Record 1
C17H26IN7O2PtS | ωB97M-V with the def2-TZVPD basis set

Each line ends with the natural charge from an NBO analysis.
Geometry (Å):
Pt 0.377 -0.066 -0.007  1.24
C 1.552 -1.641 2.564  -0.25
C 0.385 -2.418 1.926  -0.24
N -0.647 -1.497 1.416  -0.64
C -1.412 -0.796 2.475  -0.25
C -1.747 0.636 2.074  -0.25
N -0.602 1.327 1.458  -0.62
C 0.433 1.883 2.342  -0.24
C 1.300 0.812 2.991  -0.24
N 1.681 -0.261 2.042  -0.62
H 1.442 -1.603 3.648  0.21
H 2.473 -2.186 2.364  0.24
H 0.741 -2.997 1.075  0.22
H -0.033 -3.116 2.656  0.22
H -1.285 -2.009 0.815  0.41
H -2.338 -1.332 2.688  0.24
H -0.824 -0.821 3.389  0.21
H -2.544 0.631 1.329  0.23
H -2.114 1.183 2.946  0.23
H -0.936 2.074 0.847  0.45
H 1.047 2.534 1.717  0.22
H -0.016 2.504 3.122  0.22
H 2.189 1.289 3.407  0.23
H 0.778 0.361 3.831  0.21
H 2.626 -0.113 1.715  0.40
N 2.921 5.007 -5.618  -0.58
C 2.067 4.458 -4.773  0.25
C 0.882 3.822 -5.267  -0.21
C -0.003 3.276 -4.390  -0.10
C 0.259 3.345 -3.003  -0.21
C 1.429 3.956 -2.499  -0.19
C 2.324 4.508 -3.362  -0.17
S -0.963 2.684 -1.894  2.35
O -2.209 2.842 -2.564  -0.89
O -0.721 3.336 -0.632  -0.97
N -0.553 1.161 -1.678  -0.98
C -0.827 0.148 -2.577  0.55
N -1.054 0.347 -3.866  -0.49
C -1.291 -0.751 -4.586  0.13
C -1.258 -2.030 -4.049  -0.32
C -0.943 -2.130 -2.711  0.11
N -0.741 -1.045 -1.963  -0.54
H 2.752 5.001 -6.615  0.43
H 3.754 5.480 -5.296  0.43
H 0.694 3.805 -6.334  0.25
H -0.916 2.807 -4.726  0.28
H 1.574 4.014 -1.429  0.26
H 3.214 5.009 -3.002  0.24
H -1.495 -0.597 -5.639  0.22
H -1.454 -2.905 -4.649  0.26
H -0.857 -3.091 -2.219  0.22
I 2.679 -1.620 -1.298  0.26
C 2.295 0.426 -0.940  -0.86
H 2.178 0.934 -1.890  0.21
H 3.092 0.836 -0.331  0.21

Properties
E_LUMO (alpha / beta): -0.189 / -0.321 hartree
Charge: +2
2S+1: 5
Energy above the lowest of the compared OMol25 structures with the same formula, charge and spin: 0.5547 eV
HOMO-LUMO gap (alpha / beta): 7.65 / 5.61 eV

Record 2
C17H26N2O2 | ωB97M-V with the def2-TZVPD basis set

Each line ends with the natural charge from an NBO analysis.
Geometry (Å):
O 2.362 -2.224 -1.915  -0.63
C 1.795 -1.358 -2.547  0.68
C 0.590 -1.642 -3.430  -0.49
C -0.665 -1.793 -2.561  -0.38
C -1.119 -0.458 -1.960  -0.44
C -2.200 -0.649 -0.934  0.08
C -1.902 -1.245 0.287  -0.26
C -2.881 -1.414 1.249  -0.19
C -4.177 -0.994 1.001  -0.22
C -4.487 -0.410 -0.214  -0.21
C -3.504 -0.238 -1.174  -0.24
N 2.175 -0.059 -2.512  -0.62
C 3.237 0.428 -1.661  -0.23
C 2.702 1.206 -0.455  -0.41
C 2.022 0.277 0.552  -0.21
N 1.478 1.007 1.685  -0.45
C 1.278 0.152 2.844  -0.25
C 0.820 1.009 4.024  -0.07
O -0.378 1.689 3.733  -0.52
C -0.214 2.498 2.593  -0.07
C 0.224 1.677 1.381  -0.26
H 0.775 -2.584 -3.947  0.24
H 0.448 -0.853 -4.170  0.20
H -1.477 -2.209 -3.161  0.21
H -0.446 -2.502 -1.761  0.22
H -0.264 0.026 -1.479  0.21
H -1.475 0.198 -2.757  0.20
H -0.893 -1.580 0.484  0.21
H -2.632 -1.870 2.196  0.21
H -4.941 -1.122 1.753  0.21
H -5.496 -0.082 -0.416  0.21
H -3.752 0.224 -2.119  0.20
H 1.637 0.629 -3.014  0.39
H 3.898 1.069 -2.253  0.20
H 3.795 -0.450 -1.327  0.23
H 2.002 1.967 -0.806  0.19
H 3.527 1.716 0.041  0.22
H 1.246 -0.320 0.046  0.17
H 2.772 -0.421 0.930  0.20
H 2.223 -0.334 3.095  0.20
H 0.518 -0.625 2.648  0.17
H 0.616 0.386 4.897  0.19
H 1.611 1.735 4.267  0.16
H -1.182 2.968 2.409  0.19
H 0.541 3.273 2.793  0.16
H 0.364 2.348 0.532  0.20
H -0.572 0.951 1.132  0.18

Properties
E_LUMO: 0.027 hartree
Charge: 0
SMILES: O=C(CCCc1ccccc1)NCCCN1CCOCC1
Energy above the lowest of the compared OMol25 structures with the same formula, charge and spin: 0.3534 eV
HOMO-LUMO gap: 9.36 eV

Record 3
C17H26N2O2 | ωB97M-V with the def2-TZVPD basis set

Each line ends with the natural charge from an NBO analysis.
Geometry (Å):
C 2.372 -4.592 -2.395  -0.41
N 2.296 -3.531 -1.351  -0.64
C 1.056 -3.298 -0.685  -0.20
C 0.908 -1.863 -0.195  -0.40
C -0.699 -1.642 0.083  -0.37
C -1.434 -0.403 -0.622  -0.20
C -1.407 -0.521 -2.127  0.32
N -1.388 -0.685 -3.326  -0.33
C -0.567 0.861 -0.263  0.00
C 0.037 1.752 -1.182  -0.21
C 0.877 2.858 -0.740  -0.26
C 1.287 2.969 0.585  0.25
O 1.968 3.959 1.057  -0.52
C 1.124 4.859 1.784  -0.27
C 0.873 1.928 1.497  0.31
O 1.262 1.766 2.829  -0.53
C 2.661 1.784 3.100  -0.26
C -0.084 1.051 1.057  -0.28
C -2.844 -0.139 -0.047  -0.18
C -3.571 0.978 -0.772  -0.61
C -3.541 -1.482 0.075  -0.62
H 3.312 -4.584 -2.923  0.21
H 1.620 -4.311 -3.193  0.16
H 1.998 -5.544 -2.132  0.20
H 2.749 -2.663 -1.562  0.36
H 0.987 -3.922 0.165  0.17
H 0.275 -3.562 -1.388  0.16
H 1.291 -1.244 -0.897  0.20
H 1.586 -1.755 0.692  0.21
H -1.319 -2.667 -0.187  0.23
H -0.794 -1.576 1.124  0.21
H -0.331 1.632 -2.189  0.22
H 1.166 3.499 -1.487  0.22
H 1.177 4.802 2.875  0.20
H 1.579 5.822 1.481  0.20
H 0.116 4.952 1.323  0.20
H 3.043 0.825 3.502  0.18
H 3.248 2.217 2.246  0.20
H 2.832 2.386 3.991  0.18
H -0.527 0.436 1.851  0.21
H -2.851 0.262 0.997  0.21
H -2.926 1.853 -0.614  0.22
H -3.596 0.755 -1.828  0.21
H -4.567 1.086 -0.446  0.22
H -4.630 -1.261 0.238  0.22
H -3.037 -2.074 0.895  0.22
H -3.587 -1.970 -0.895  0.21

Properties
E_LUMO: 0.025 hartree
Charge: 0
SMILES: CNCCC[C@](C#N)(c1ccc(OC)c(OC)c1)C(C)C
Energy above the lowest of the compared OMol25 structures with the same formula, charge and spin: 5.2975 eV
HOMO-LUMO gap: 8.85 eV

Record 4
C17H26N2O3 | ωB97M-V with the def2-TZVPD basis set

Each line ends with the natural charge from an NBO analysis.
Geometry (Å):
C -5.035 -2.799 0.061  -0.37
C -3.953 -2.287 0.768  -0.20
C -3.638 -0.834 0.661  -0.26
N -2.146 -0.560 0.713  -0.46
C -1.576 -0.449 1.961  0.80
O -2.380 -0.437 2.894  -0.63
N -0.270 -0.276 2.360  -0.46
C 0.175 -0.178 3.738  -0.30
C 1.042 -1.222 4.224  -0.16
C 0.980 -2.480 3.524  -0.43
C 0.492 0.232 1.370  0.71
O 1.642 0.674 1.649  -0.61
C 0.118 -0.026 -0.182  -0.18
C 1.024 -1.225 -0.625  -0.39
C 2.535 -1.040 -0.832  -0.61
C 0.371 1.337 -0.952  -0.38
C 0.572 1.217 -2.434  -0.41
C 1.521 2.274 -3.178  -0.18
C 1.061 3.710 -2.812  -0.61
C 3.020 2.233 -2.637  -0.62
C -1.297 -0.418 -0.357  0.69
O -1.647 -0.581 -1.549  -0.59
H -5.494 -2.197 -0.763  0.19
H -5.561 -3.644 0.346  0.20
H -3.486 -2.968 1.605  0.22
H -3.959 -0.536 -0.402  0.25
H -4.213 -0.211 1.402  0.26
H 0.890 0.648 3.907  0.25
H -0.649 0.046 4.431  0.26
H 1.829 -0.953 4.949  0.22
H 0.097 -2.726 2.919  0.21
H 1.806 -3.191 3.848  0.22
H 0.617 -1.791 -1.528  0.24
H 0.996 -1.992 0.226  0.21
H 2.881 -1.969 -1.429  0.21
H 2.806 -1.139 0.195  0.23
H 2.774 -0.139 -1.341  0.21
H 1.247 1.826 -0.547  0.23
H -0.411 1.994 -0.660  0.21
H -0.380 1.210 -2.938  0.22
H 1.060 0.328 -2.625  0.20
H 1.472 2.088 -4.278  0.20
H 1.469 3.941 -1.835  0.20
H 1.473 4.311 -3.527  0.21
H -0.001 3.882 -2.731  0.20
H 3.354 1.164 -2.852  0.19
H 3.000 2.316 -1.597  0.20
H 3.769 2.840 -3.141  0.22

Properties
E_LUMO: 0.024 hartree
Charge: 0
SMILES: C=CCN1C(=O)N(CC=C)C(=O)C(CC)(CCC(C)C)C1=O
Energy above the lowest of the compared OMol25 structures with the same formula, charge and spin: 5.6858 eV
HOMO-LUMO gap: 10.07 eV

Look up the energy above the lowest of the compared OMol25 structures with the same formula, charge and spin of the second one. 0.3534 eV